# 1
105
Properties=species:S:1:pos:R:3:forces:R:3:lowdin_charge:R:1 method="wB97M-V/def2-TZVPD" gap_ev=4.87 charge=-1 fmax_ev_per_a=8.44 homo_ha=-0.106
C 4.832 0.306 1.986 -0.4570 1.4812 0.6563 -0.18
C 3.198 0.216 1.908 0.2762 -1.1142 -1.6497 -0.68
Br 2.479 -0.164 3.779 0.6494 0.6140 -0.7970 0.51
C 2.647 -1.060 0.977 -3.8747 -0.5274 4.3384 -0.77
Br 2.516 -0.308 -0.915 0.8298 0.1676 -1.0830 0.48
N 1.218 -1.293 1.415 3.2166 -1.2972 -1.6484 -0.26
C 0.716 -2.672 1.050 -0.7152 1.2069 0.9185 -0.33
C -0.943 -2.612 1.248 0.5626 -0.1553 -0.1104 -0.21
C -1.391 -2.242 2.791 -0.5986 -0.1340 -0.1453 -0.26
C -1.475 -0.631 3.106 1.3746 -0.2289 -2.1229 -0.46
S -3.285 -0.128 3.427 0.2877 1.3995 -1.7796 0.78
C -3.890 0.377 1.703 0.1309 -3.3140 -1.8572 -0.47
N -4.061 -0.818 0.790 -0.5572 8.3285 1.2559 0.00
N -4.473 -0.209 -0.401 0.0802 5.6108 1.4559 -0.05
C -4.553 1.305 -0.261 0.8850 -5.4341 1.2801 -0.06
O -4.170 1.705 1.133 -0.2432 -5.4789 -2.5664 -0.09
H 5.110 0.360 3.140 -0.3626 -0.3608 -2.6000 0.05
H 5.125 1.378 1.549 -0.3744 -2.4883 0.7121 0.08
H 5.387 -0.561 1.423 -1.2316 1.7150 1.1054 0.08
H 2.673 1.175 1.488 1.0881 -1.8716 1.1748 0.08
H 3.342 -2.001 1.035 -0.9192 1.8921 -0.5464 0.09
H 1.016 -2.966 -0.046 -0.7034 0.1305 1.7725 0.08
H 1.106 -3.442 1.853 -0.5541 0.7973 -1.6197 0.09
H -1.437 -3.664 0.987 1.0529 2.1794 0.4746 0.10
H -1.363 -1.792 0.513 0.7594 -1.6717 1.4680 0.09
H -2.495 -2.668 2.921 2.4292 0.8105 -0.0595 0.09
H -0.681 -2.743 3.575 -1.3133 0.8362 -1.5443 0.11
H -1.129 -0.082 2.105 -0.7007 -1.0815 2.3209 0.09
H -0.743 -0.256 3.943 -1.8000 -0.7312 -1.4303 0.06
H -4.848 2.003 -1.165 0.7626 -1.2985 2.6005 0.13
C 7.853 -4.592 -0.904 -0.0686 -0.1246 -0.2343 -0.09
C 6.967 -3.918 0.130 -0.0849 0.2418 -0.1151 -0.28
O 6.163 -2.873 -0.409 0.2108 -0.0118 0.1348 -0.17
C 5.224 -3.246 -1.414 -0.1964 0.1052 0.0361 -0.28
C 4.180 -4.235 -0.927 0.0954 -0.1903 0.1485 -0.08
H 8.441 -3.850 -1.453 -0.0363 -0.0467 0.1302 0.08
H 8.535 -5.298 -0.421 -0.0653 0.0836 -0.0281 0.07
H 7.261 -5.147 -1.637 0.0686 -0.0149 0.0762 0.06
H 7.607 -3.457 0.890 -0.2082 0.1454 -0.1049 0.12
H 6.342 -4.649 0.653 -0.0132 -0.0827 -0.0587 0.11
H 5.744 -3.622 -2.301 0.0417 -0.1049 -0.0107 0.11
H 4.715 -2.325 -1.719 0.1999 -0.0152 0.2371 0.07
H 4.627 -5.206 -0.696 -0.0437 -0.0308 -0.0619 0.06
H 3.415 -4.393 -1.692 0.0645 0.0833 0.0996 0.08
H 3.699 -3.873 -0.012 -0.0053 0.0075 -0.2227 0.06
C 5.188 3.392 -4.525 -0.2827 -0.0996 0.1029 -0.08
C 6.270 2.365 -4.812 0.0479 -0.0159 0.2966 -0.28
O 6.584 1.545 -3.690 0.2623 0.1681 -0.2079 -0.17
C 5.528 0.736 -3.177 -0.0859 -0.1178 0.0932 -0.28
C 5.004 -0.277 -4.180 -0.0683 0.0318 -0.2371 -0.09
H 5.436 3.976 -3.633 0.0597 -0.0489 -0.1258 0.08
H 5.072 4.073 -5.374 0.0108 -0.0750 0.0739 0.07
H 4.221 2.914 -4.344 0.0498 0.1113 -0.1028 0.06
H 7.191 2.894 -5.077 0.0402 -0.2018 0.1737 0.11
H 6.009 1.746 -5.676 -0.1194 -0.0087 -0.0272 0.10
H 4.720 1.365 -2.789 -0.0166 -0.1063 -0.0549 0.09
H 5.941 0.196 -2.319 0.0742 0.2338 -0.1159 0.12
H 4.497 0.213 -5.015 -0.0640 -0.0456 0.0416 0.06
H 4.287 -0.952 -3.702 0.0761 0.1401 0.0093 0.05
H 5.825 -0.869 -4.598 -0.0301 0.0300 0.1131 0.08
C -1.397 -2.414 8.553 -0.1602 -0.0757 0.1999 -0.08
C -1.813 -2.125 7.121 0.0694 -0.1362 -0.0749 -0.28
O -2.496 -3.211 6.500 -0.0503 -0.0702 0.0299 -0.17
C -3.727 -3.613 7.095 0.1081 0.0907 -0.2107 -0.28
C -4.784 -2.522 7.091 0.0291 0.2603 0.0557 -0.08
H -0.837 -3.353 8.611 0.0014 0.1378 -0.0691 0.08
H -0.773 -1.603 8.941 -0.0625 -0.0955 -0.0782 0.08
H -2.266 -2.512 9.209 0.0698 0.0647 0.0110 0.06
H -0.912 -1.944 6.525 -0.2222 -0.1753 -0.1056 0.12
H -2.413 -1.212 7.059 -0.0431 0.0218 0.0765 0.11
H -3.553 -3.993 8.108 -0.0263 0.0605 0.0736 0.10
H -4.095 -4.458 6.504 0.2749 0.1157 -0.0321 0.12
H -4.504 -1.692 7.745 -0.0746 -0.0549 0.0053 0.07
H -5.742 -2.917 7.443 0.0903 0.0109 -0.0385 0.07
H -4.916 -2.115 6.084 0.0158 -0.1303 0.0914 0.08
C 0.095 5.139 -6.558 -0.2487 -0.0401 0.0892 -0.09
C 1.177 4.112 -6.845 0.0709 -0.0403 0.2508 -0.28
O 1.491 3.292 -5.723 0.0911 0.1194 -0.1138 -0.17
C 0.435 2.483 -5.211 0.1113 -0.1492 0.0496 -0.27
C -0.089 1.470 -6.213 -0.0696 0.0621 -0.2492 -0.08
H 0.343 5.723 -5.667 0.0468 -0.0515 -0.1370 0.08
H -0.022 5.819 -7.407 0.0346 -0.0740 0.0860 0.07
H -0.872 4.661 -6.377 0.0478 0.0692 -0.0697 0.07
H 2.098 4.641 -7.110 0.0126 -0.2083 0.1868 0.12
H 0.916 3.492 -7.709 -0.1046 -0.0032 -0.0214 0.10
H -0.373 3.112 -4.823 -0.0461 -0.0106 -0.0637 0.11
H 0.848 1.943 -4.352 0.1161 0.2402 -0.1410 0.12
H -0.596 1.960 -7.048 -0.0524 -0.0559 0.0409 0.06
H -0.806 0.795 -5.736 0.1137 0.0790 -0.0208 0.08
H 0.732 0.878 -6.631 -0.0787 0.0406 0.1491 0.08
C -7.945 2.271 1.706 0.1593 0.1429 -0.0805 -0.08
C -9.340 2.277 1.107 0.0714 0.0217 0.1476 -0.28
O -9.996 3.538 1.211 -0.1126 0.1121 0.0004 -0.17
C -9.376 4.634 0.543 -0.1359 -0.0979 0.0256 -0.28
C -9.277 4.446 -0.961 0.0992 -0.2168 -0.1251 -0.09
H -7.962 2.653 2.732 -0.0476 -0.1060 -0.0970 0.09
H -7.535 1.256 1.712 -0.0442 0.1268 -0.0098 0.08
H -7.261 2.904 1.133 0.0147 -0.1232 0.0351 0.06
H -9.959 1.560 1.656 -0.0995 0.2716 -0.0663 0.12
H -9.326 1.939 0.066 0.0815 0.0157 -0.0324 0.11
H -8.395 4.843 0.982 0.0441 -0.0415 -0.0721 0.11
H -10.000 5.511 0.744 -0.0289 -0.2522 0.1416 0.12
H -8.588 3.636 -1.218 -0.0005 0.0996 -0.0197 0.06
H -8.911 5.360 -1.438 -0.0465 -0.0806 0.0649 0.08
H -10.254 4.190 -1.385 0.0880 0.1040 0.0853 0.08

# 2
14
Properties=species:S:1:pos:R:3:forces:R:3:lowdin_charge:R:1 method="wB97M-V/def2-TZVPD" gap_ev="7.11 / 7.20" de_lowest_kcal_mol=0.2 charge=+1 fmax_ev_per_a=1.42 homo_ha="-0.428 / -0.444" multiplicity=2
H -1.510 -1.553 0.774 -0.6250 0.2774 1.0426 -0.10
O 0.022 -2.019 -1.715 -0.0460 0.4228 0.6025 0.03
C -0.257 -0.842 -1.104 0.6875 0.7065 -1.0230 -0.27
C 0.730 -0.044 -0.646 -0.2130 -0.7747 -0.7197 -0.11
C 0.447 1.334 -0.103 0.2813 -0.1344 0.4309 -0.14
C 0.681 1.110 1.355 0.0819 1.0305 -0.1754 -0.16
O -0.132 0.609 2.132 -0.5344 -0.2465 0.1767 -0.17
Sc -1.934 -0.516 2.310 0.8514 -0.2974 -0.8048 1.12
H -0.779 -2.422 -2.062 -0.0733 -0.0333 0.0217 0.11
H -1.281 -0.470 -1.206 0.2975 -0.2476 0.2362 0.11
H 1.766 -0.380 -0.723 -0.3329 0.0905 0.1125 0.13
H -0.581 1.664 -0.296 0.1956 -0.1044 0.0230 0.13
H 1.181 2.065 -0.475 -0.4005 -0.1842 0.0532 0.13
H 1.649 1.464 1.760 -0.1702 -0.5051 0.0235 0.16

# 3
70
Properties=species:S:1:pos:R:3:forces:R:3:lowdin_charge:R:1 method="wB97M-V/def2-TZVPD" gap_ev=8.72 de_lowest_kcal_mol=11.7 smiles="C[N+](=O)[O-].C[N+](=O)[O-].C[N+](=O)[O-].C[N+](=O)[O-].C[N+](=O)[O-].C[N+](=O)[O-].Fc1ccccc1.BrCCBr.BrCCBr" fmax_ev_per_a=2.11 homo_ha=-0.343
C 3.687 0.529 -1.168 1.0566 -0.1586 -0.2116 0.05
N 3.945 0.533 -2.639 0.4653 0.1399 0.4949 -0.45
O 3.551 -0.419 -3.270 -0.2892 -0.3896 -0.4467 0.05
O 4.577 1.459 -3.096 -0.0268 0.0826 -0.1546 0.08
H 4.222 1.399 -0.805 -0.4818 0.1847 0.2375 0.08
H 4.218 -0.347 -0.802 -0.3566 -0.1937 0.0952 0.11
H 2.615 0.501 -1.017 0.2085 -0.0799 0.2217 0.06
C 0.429 1.702 -4.543 -0.6785 0.7546 -0.1753 0.07
N 0.997 1.061 -3.332 -0.1430 0.0024 -0.8814 -0.38
O 0.741 -0.115 -3.173 0.0080 0.3029 -0.1361 0.01
O 1.657 1.749 -2.596 -0.2383 0.2516 0.1161 0.05
H 0.915 2.652 -4.741 0.2961 -0.1512 0.1608 0.11
H -0.610 1.928 -4.297 0.0223 -0.1048 0.0412 0.10
H 0.440 1.054 -5.412 0.2575 -0.3100 0.2170 0.10
C 1.824 -2.613 -4.953 -0.8277 -0.3418 0.8368 0.04
N 2.671 -3.687 -4.370 0.2742 0.4247 -1.0079 -0.46
O 3.322 -4.308 -5.182 0.2623 -0.3759 0.0567 0.06
O 2.666 -3.860 -3.182 -0.0880 -0.1759 0.7401 0.08
H 1.317 -2.141 -4.114 0.2554 0.2340 -0.2171 0.06
H 1.081 -3.145 -5.545 0.1330 0.1583 -0.3160 0.10
H 2.451 -1.946 -5.527 0.0255 0.0169 -0.0619 0.10
C -4.044 0.822 5.730 0.0221 -0.2498 -0.2894 0.06
N -3.729 0.410 4.331 0.4993 -0.1697 0.2262 -0.45
O -4.545 0.592 3.467 -0.7851 0.3767 -0.3075 0.07
O -2.652 -0.105 4.142 0.6182 -0.2897 0.0641 0.06
H -4.839 0.154 6.052 -0.1598 0.2459 0.0768 0.10
H -4.346 1.862 5.677 -0.1508 -0.0404 0.2033 0.10
H -3.150 0.654 6.315 0.0161 0.1449 0.0553 0.09
C -0.189 -2.469 6.111 0.4029 1.3459 -0.2935 0.03
N -0.099 -2.975 7.506 -0.1441 -1.0690 -0.1088 -0.44
O -0.620 -2.317 8.387 0.2022 -0.1483 -0.3229 0.06
O 0.472 -4.046 7.660 -0.2932 0.6803 0.0864 0.06
H -1.107 -2.723 5.589 -0.1755 -0.4186 0.4867 0.09
H 0.668 -2.792 5.529 0.0231 -0.2830 0.2187 0.09
H -0.164 -1.384 6.207 -0.0351 -0.0732 -0.1100 0.10
C -3.065 2.695 0.809 -0.0056 -0.0450 -0.1524 0.06
N -2.008 3.599 1.316 0.6918 -0.2630 -0.0522 -0.45
O -2.013 4.767 1.018 -0.4945 0.5012 -0.3469 0.08
O -1.150 3.095 2.008 0.2301 -0.4303 0.4845 0.04
H -3.787 2.613 1.618 -0.2293 0.0169 -0.2218 0.10
H -2.621 1.723 0.619 0.0905 0.0283 0.0937 0.07
H -3.444 3.126 -0.111 -0.3035 0.0635 0.1821 0.10
Br 2.410 1.985 2.216 -0.1017 0.0381 -0.4481 0.65
C 1.881 2.984 0.616 -0.0309 0.0666 -0.4540 -0.68
C 3.011 3.877 0.211 0.8579 1.7214 0.8684 -0.70
Br 2.629 5.053 -1.321 -0.0827 -0.6354 -0.0474 0.61
H 1.002 3.558 0.891 0.0127 -0.0198 0.0662 0.04
H 1.623 2.311 -0.199 -0.0195 -0.2439 0.3509 0.01
H 4.008 3.451 0.122 -0.3158 -0.5359 -0.6403 0.04
H 3.201 4.659 0.948 -0.3575 -0.2819 0.3225 0.04
Br -3.667 -0.825 -1.752 0.6119 0.2162 -0.7026 0.59
C -2.776 -0.429 -3.487 -0.8125 0.7926 0.2477 -0.66
C -1.889 -1.492 -4.024 0.6681 -1.0357 0.3039 -0.70
Br -2.795 -3.239 -4.106 0.3373 0.4708 -0.2517 0.60
H -2.227 0.502 -3.351 0.1767 -0.1452 0.3038 0.04
H -3.584 -0.175 -4.171 -0.1104 -0.3193 0.0615 0.06
H -0.983 -1.642 -3.439 -0.4280 -0.0930 0.3286 0.02
H -1.496 -1.248 -5.011 -0.5138 0.0304 -0.2069 0.06
F -0.298 0.858 -0.372 -0.4496 -0.0733 -0.2213 0.02
C -0.289 -0.392 0.174 0.4831 0.3595 1.1043 -0.28
C -0.671 -0.522 1.513 0.5240 0.2044 -0.2276 -0.02
C -0.368 -1.709 2.153 -1.0432 -0.6973 -0.7892 -0.08
C 0.124 -2.795 1.420 0.4837 0.2241 0.5156 -0.08
C 0.440 -2.657 0.079 0.1361 0.3496 0.2794 -0.06
C 0.293 -1.409 -0.534 -0.0337 -0.6929 -0.3333 -0.03
H -1.070 0.302 2.089 -0.0620 0.1495 -0.2405 0.09
H -0.728 -1.875 3.160 0.3302 0.2045 0.1613 0.08
H 0.386 -3.688 1.974 -0.2279 -0.2190 -0.2559 0.10
H 0.881 -3.471 -0.478 -0.0008 -0.0233 0.0000 0.11
H 0.665 -1.253 -1.539 -0.1861 -0.0066 0.3230 0.08

# 4
76
Properties=species:S:1:pos:R:3:forces:R:3:lowdin_charge:R:1 method="wB97M-V/def2-TZVPD" gap_ev="5.64 / 6.11" de_lowest_kcal_mol=23.6 fmax_ev_per_a=3.40 homo_ha="-0.260 / -0.260" multiplicity=2
V -5.812 -0.762 19.023 0.8192 0.9588 -0.2894 0.74
O -4.920 -1.217 17.560 -1.4279 -0.9468 0.9787 -0.18
C -4.163 -0.787 16.595 1.5284 2.5753 1.6025 -0.32
C -4.033 -1.468 15.438 0.1230 -0.1676 -2.2084 -0.01
C -3.192 -0.989 14.467 2.3308 1.7866 0.0525 -0.03
C -2.367 0.167 14.681 -1.5753 -0.5614 0.4708 -0.06
C -2.501 0.873 15.853 -1.0228 -1.5770 1.1198 -0.03
C -3.383 0.394 16.857 0.0021 -0.6063 -1.5081 -0.12
C -3.515 1.108 18.089 0.1601 -0.0594 0.5935 -0.04
N -4.377 0.824 18.982 -0.5779 -0.1539 0.8276 -0.03
N -4.375 1.654 20.126 0.9942 -0.3246 -1.7632 0.13
C -5.406 1.356 20.810 0.0486 -0.0971 1.2547 -0.50
O -6.218 0.386 20.542 -0.1116 -0.8087 -0.5451 -0.21
C -5.678 2.168 21.998 -0.9707 -0.5489 -0.3034 -0.17
C -4.700 2.929 22.629 -0.5971 -0.1945 0.2607 -0.01
C -5.189 3.785 23.634 -0.9895 -0.2004 -0.7750 -0.06
C -6.567 3.917 23.913 1.4685 -1.1801 -0.1654 -0.06
C -7.457 3.038 23.297 -0.7136 2.2575 2.1430 -0.10
C -7.038 2.186 22.356 0.5167 -0.3695 -1.0620 -0.04
H -4.643 -2.285 15.137 -0.4633 -0.7837 0.4901 0.13
H -2.996 -1.532 13.569 -0.3707 -0.3222 -0.5039 0.10
H -1.719 0.635 13.982 0.4718 -0.4147 -0.9625 0.09
H -1.871 1.697 16.080 0.3219 0.7914 0.0409 0.11
H -2.841 1.910 18.364 0.1788 0.2465 -0.3720 0.14
H -3.641 2.780 22.303 -1.0683 0.5044 0.5818 0.13
H -4.550 4.412 24.174 1.1200 0.7654 0.6565 0.08
H -6.900 4.585 24.694 0.0214 0.1428 -0.0608 0.10
H -8.488 3.147 23.617 -0.1236 -0.3408 -0.3795 0.11
H -7.819 1.675 21.813 0.4245 -0.5395 -0.2473 0.12
C -9.537 -1.724 16.515 -2.1199 -0.3042 -0.8576 -0.15
O -8.301 -2.036 17.053 0.9859 -0.4275 -0.6327 -0.28
P -7.791 -2.386 18.487 -0.1826 -0.2169 -0.0058 0.73
O -7.408 -3.919 18.364 0.1259 -0.7290 0.1823 -0.31
C -8.263 -5.106 18.275 1.1597 0.4797 1.5329 -0.03
O -9.163 -2.278 19.289 0.1622 0.2126 1.3843 -0.29
C -9.107 -1.613 20.601 1.7675 -0.3909 -0.3104 -0.08
H -9.443 -0.817 15.955 0.1398 0.4810 -0.4414 0.06
H -10.333 -1.536 17.233 0.3442 -0.0277 0.4739 0.06
H -9.949 -2.523 15.845 0.7958 0.3573 0.4316 0.10
H -9.262 -4.843 18.026 -0.7623 0.1874 -0.6589 0.07
H -8.295 -5.499 19.310 0.0683 -0.1313 -0.6284 0.10
H -7.781 -5.819 17.601 -0.2556 0.2761 0.0541 0.09
H -8.150 -1.828 21.127 -0.2550 0.1108 -0.5839 0.09
H -9.829 -2.046 21.240 -1.2031 -0.2492 0.2671 0.07
H -9.187 -0.543 20.463 -0.3463 0.1432 -0.0384 0.01
C -6.552 1.950 14.117 -0.7353 -1.1955 0.2701 -0.07
C -6.388 2.311 15.600 0.0554 -0.1352 -0.6031 -0.25
O -7.623 2.050 16.301 0.6384 0.0095 0.2564 -0.30
P -7.661 1.639 17.861 -2.4529 -0.3325 -0.6424 0.07
O -7.096 0.232 18.091 0.2940 0.7823 -0.7550 -0.50
Te -9.910 1.608 18.406 -0.4882 0.3622 0.2574 0.46
O -6.790 2.650 18.659 0.5830 1.2239 -0.1772 -0.29
C -6.985 4.133 18.554 1.6373 -1.6492 1.2882 -0.20
C -6.708 4.640 19.945 -0.9327 -0.3263 0.4584 -0.05
H -5.608 2.037 13.600 0.4375 -0.0095 -0.0253 0.06
H -7.294 2.480 13.498 0.1186 0.2007 0.7773 0.08
H -6.860 0.877 14.103 0.2927 0.6391 -0.1866 0.09
H -6.118 3.376 15.703 -0.0061 -0.4441 0.2485 0.12
H -5.616 1.635 16.016 -0.0913 0.6135 -0.1831 0.10
H -7.884 4.368 18.081 -1.9203 0.1651 -0.2493 0.09
H -6.224 4.450 17.892 1.0349 0.3379 -0.7226 0.10
H -7.594 4.502 20.614 0.8739 -0.2448 -0.4422 0.10
H -6.522 5.697 19.939 0.2375 0.6239 -0.1491 0.07
H -5.811 4.112 20.310 -0.5445 0.3560 0.0450 0.08
F -4.604 -7.044 17.612 0.3969 0.1643 0.3893 0.11
C -4.424 -5.957 18.394 -0.6918 -1.4798 -1.1653 -0.14
C -4.983 -5.929 19.642 -0.2368 1.5407 1.1979 -0.14
F -5.567 -6.994 20.215 0.1521 0.4041 -0.5174 0.12
C -5.018 -4.670 20.296 -0.1856 -0.4880 -0.1553 -0.23
F -5.724 -4.621 21.435 0.1464 0.0245 -0.2000 0.08
C -4.435 -3.501 19.784 -0.4796 -1.1323 0.3877 -0.46
S -4.685 -1.941 20.599 0.2997 -0.8067 0.1899 0.79
C -3.712 -3.708 18.609 0.1808 0.9775 0.6147 -0.23
F -2.861 -2.748 18.213 -0.3103 -0.2438 -0.2522 0.10
C -3.797 -4.859 17.863 0.9808 1.0766 0.2216 -0.15
F -3.109 -4.862 16.720 -0.2266 -0.6175 -0.2721 0.12